# C27H26N3

A gas-phase ion, C27H26N3 (charge +1) (ωB97M-V/def2-TZVPD, OMol25).

Its multiplicity is 1. As for the largest force on an atom: 1.80 eV/A. As for the structure (SMILES): c1ccc(C2([N@@H+]3CCC[C@H]3Cn3ccnc3)c3ccccc3-c3ccccc32)cc1. The net charge is +1. The calculation puts the HOMO energy at -11.4 eV.

Cartesian coordinates (Å):
C  -0.09753  -0.50872  1.26227
C  1.00418  -0.43584  2.31724
C  2.26049  -0.97425  1.98690
C  3.35055  -0.83315  2.86128
C  3.18866  -0.13570  4.06423
C  1.93362  0.35688  4.42600
C  0.83211  0.14427  3.57961
C  -1.42531  0.15538  1.59604
C  -2.50843  -0.68212  1.25092
C  -3.83471  -0.33609  1.54012
C  -4.09603  0.87296  2.18460
C  -3.02743  1.69022  2.56923
C  -1.69481  1.31682  2.31717
C  -1.97132  -1.98925  0.86676
C  -0.55426  -1.94127  0.93119
C  0.15279  -3.13390  0.98770
C  -0.54965  -4.34818  0.87485
C  -1.94513  -4.38109  0.76844
C  -2.67499  -3.18929  0.75606
H  2.38956  -1.52769  1.04493
H  4.31807  -1.26703  2.59041
H  4.04098  -0.01516  4.72976
H  1.78094  0.89494  5.36706
H  -0.16398  0.44297  3.91225
H  -4.62923  -1.01068  1.21858
H  -5.12158  1.18195  2.38707
H  -3.22685  2.63294  3.08859
H  -0.89766  1.96839  2.68720
H  1.22844  -3.13571  1.15658
H  0.01502  -5.27907  0.91547
H  -2.45622  -5.33746  0.69019
H  -3.76277  -3.16352  0.65285
C  3.63288  -2.04471  -2.93792
C  3.24391  -0.79342  -2.52183
N  1.88001  -0.86377  -2.29075
C  1.00558  0.31396  -2.21544
C  -0.16496  0.15051  -1.26396
C  -0.95662  1.45984  -1.37671
C  -0.46892  2.35764  -0.26625
C  0.72837  1.66456  0.35697
N  0.49026  0.17497  0.09509
C  1.46502  -2.15680  -2.60738
N  2.52451  -2.87200  -2.96369
H  4.62823  -2.36331  -3.22469
H  3.79570  0.12266  -2.38893
H  1.61229  1.15162  -1.84781
H  0.65825  0.60075  -3.21869
H  -0.74413  -0.77200  -1.39054
H  -0.73258  1.95540  -2.33056
H  -2.03900  1.32500  -1.37238
H  -0.18044  3.35202  -0.59960
H  -1.27354  2.52276  0.43838
H  1.65987  1.88257  -0.17152
H  0.93041  1.85331  1.41240
H  1.40294  -0.26656  -0.06408
H  0.39907  -2.43065  -2.56852

Cartesian forces, eV/Å:
-0.84 -0.78 1.12
0.30 -0.44 0.61
0.32 0.28 0.31
-0.44 0.00 -0.24
-0.08 -0.09 -0.13
-0.26 -0.36 -0.31
0.20 0.16 0.03
-1.11 -0.06 0.79
0.06 0.54 0.47
0.43 0.01 -0.46
0.32 0.01 -0.23
0.18 -0.04 0.07
-0.37 0.35 -0.10
0.39 -0.42 -0.01
-0.83 -0.46 0.40
-0.13 -0.11 -0.32
0.03 0.19 0.15
0.31 0.23 -0.29
0.42 0.30 -0.26
0.16 0.34 0.40
-0.38 0.19 0.15
-0.19 0.05 -0.14
0.13 -0.34 -0.33
0.47 -0.05 -0.12
0.09 0.24 0.30
0.29 -0.11 -0.01
0.09 -0.42 -0.15
-0.33 -0.20 -0.24
-0.34 -0.22 -0.13
-0.20 0.22 -0.01
0.10 0.18 0.04
0.37 -0.20 0.24
-1.04 0.59 0.45
-0.04 -0.63 -0.18
-0.60 0.08 -0.10
0.65 -0.64 -0.80
-0.17 0.51 -0.18
-0.50 0.10 -0.84
0.01 0.79 0.60
0.43 -0.24 -0.14
0.88 0.82 -0.85
1.69 0.59 -0.12
-0.89 0.03 0.05
-0.31 -0.11 0.12
-0.04 0.01 0.00
-0.10 -0.25 -0.40
-0.02 -0.25 0.29
0.22 0.28 0.07
-0.08 -0.41 0.05
0.12 -0.14 0.25
0.11 -0.02 -0.23
0.16 -0.02 0.17
-0.21 0.24 0.21
-0.27 -0.20 -0.15
-0.05 0.01 0.19
0.89 -0.13 -0.04

These are the Löwdin partial charges, in e, on atoms 1 to 5:
1. C -0.23
2. C -0.15
3. C -0.04
4. C -0.04
5. C -0.06

---

# C2H2O2

2 unconnected molecules or ions with the total composition C2H2O2 (ωB97M-V/def2-TZVPD, OMol25).

Its multiplicity is 1. As for the largest force on an atom: 3.59 eV/A. For the energy above the lowest of the compared OMol25 structures with the same formula, charge and spin, the calculation gives 515.3 kJ/mol. The calculation puts the HOMO energy (alpha / beta) at -9.9 / -9.9 eV.

Cartesian coordinates (Å):
C  1.73951  0.22757  0.04521
C  0.59238  -0.20098  0.01647
O  -1.97484  0.41919  0.12964
O  -0.49365  -0.72840  -0.08556
H  2.75359  0.48326  0.11878
H  -2.61699  -0.20065  -0.22452

Cartesian forces, eV/Å:
-1.09 -0.42 0.00
1.74 1.37 0.06
2.55 -0.49 0.11
-3.59 -0.14 0.01
0.53 0.27 0.08
-0.12 -0.58 -0.26

These are the Löwdin partial charges, in e, on atoms 1 to 5:
1. C 0.20
2. C -0.32
3. O -0.01
4. O 0.07
5. H 0.03

---

Question: Look up the multiplicity of the first one.
Answer: 1